No. 1
H25O12 | ωB97M-V with the def2-TZVPD basis set

Structure (XYZ):
```
37
Properties=species:S:1:pos:R:3:lowdin_spin:R:1
O 3.892 0.864 0.385 0.096
H -3.025 -3.375 0.351 0.005
H -2.445 -0.090 1.909 0.011
O -1.683 -0.101 -1.193 0.037
H 0.648 0.666 -0.445 0.030
H -2.423 -0.681 -1.438 0.011
O 0.008 0.077 -4.010 0.025
H -1.655 3.458 0.288 0.016
O -0.271 -3.388 0.734 0.025
H 0.490 0.181 -4.827 0.005
H -0.529 -3.614 1.632 0.010
O 0.598 -0.313 -0.578 0.052
H -0.818 -0.126 1.561 0.040
H -0.531 -0.386 -1.128 0.010
O -0.957 3.492 0.916 0.057
H 1.713 2.330 -2.157 0.022
H -1.090 3.742 1.828 0.015
O 2.365 -1.594 2.464 0.075
H 3.025 -0.904 2.318 0.024
H 3.049 0.815 0.869 0.063
O -3.490 1.471 2.897 0.028
H 2.478 -1.837 3.390 0.011
H -3.298 0.975 3.698 0.010
O -1.721 0.098 1.341 0.066
H -0.911 0.246 -4.247 0.006
H -2.516 -2.137 -0.399 0.007
O -3.309 -2.614 -0.163 0.020
H -1.981 0.030 -0.217 0.013
H 1.128 -0.223 -1.416 0.012
O 1.459 2.223 -1.226 0.065
H 0.675 -3.501 0.705 0.008
H 4.256 1.715 0.543 0.030
O 2.854 -0.407 -1.816 0.033
H -2.656 1.928 2.730 0.010
H 3.570 -0.518 -2.433 0.009
H 1.924 3.001 -0.876 0.028
H 3.294 0.005 -1.035 0.014
```

The HOMO energy (spin up / spin down) comes out at -0.0935 / -0.4121 hartree. For the strongest force on any atom, the calculation gives 2.561 eV Å⁻¹. The calculation puts the relative energy (zero: lowest compared OMol25 entry of this formula, charge and spin) at 29.5 kcal per mole. As for the spin multiplicity: 2.

=====

No. 2
H25O12 | ωB97M-V with the def2-TZVPD basis set

Structure (XYZ):
```
37
Properties=species:S:1:pos:R:3:nbo_charge:R:1
O -0.098 1.462 -1.174 -0.883
H -1.743 -1.059 2.365 0.468
H 2.341 -2.071 -0.237 0.476
O -3.286 2.821 1.869 -0.986
H -3.762 2.198 2.388 0.503
H -2.347 2.900 1.769 0.497
O -3.646 0.114 0.420 -0.995
H -0.919 -2.750 -1.762 0.507
O -0.495 -3.342 0.586 -0.958
H -3.232 0.934 0.725 0.498
H -0.331 -2.432 0.320 0.477
O 0.970 0.065 -3.516 -0.950
H 0.794 -0.873 -3.443 0.494
H 0.162 0.419 -3.911 0.484
O -0.427 -0.364 0.391 -0.915
H 0.037 0.380 3.289 0.510
H -1.343 -0.050 0.223 0.516
O 2.401 -1.509 -1.014 -0.940
H 1.509 -1.265 -1.263 0.462
H 0.389 0.992 -1.894 0.532
O 2.234 2.089 -0.081 -0.987
H -0.209 0.425 -0.536 0.497
H 2.746 1.804 0.662 0.530
O -0.317 -2.235 -2.305 -0.991
H -4.425 0.260 -0.120 0.517
H 0.545 -2.660 -2.367 0.492
O -2.099 -0.155 2.417 -0.987
H -2.843 -0.398 1.807 0.501
H -0.265 0.161 1.279 0.545
O 0.608 0.464 2.510 -0.939
H -0.334 -3.422 1.520 0.477
H 0.634 1.902 -0.653 0.539
O 4.161 0.671 -0.292 -0.959
H 2.523 2.877 -0.543 0.503
H 4.840 0.003 -0.403 0.481
H 1.414 0.029 2.793 0.504
H 3.959 0.939 -1.191 0.479
```

The HOMO energy comes out at -0.5147 hartree. As for the total charge: +1. For the strongest force on any atom, the calculation gives 2.837 eV Å⁻¹. The calculation puts the relative energy (zero: lowest compared OMol25 entry of this formula, charge and spin) at 51.9 kcal per mole.

=====

No. 3
H26HeO13 | ωB97M-V with the def2-TZVPD basis set

Structure (XYZ):
```
40
Properties=species:S:1:pos:R:3:nbo_charge:R:1
He 0.363 -0.535 0.194 0.001
O -1.071 -3.669 0.654 -0.978
H -0.420 -4.335 0.873 0.485
H -0.786 -3.325 -0.193 0.491
O -3.466 -2.093 0.972 -0.950
H -3.461 -1.378 0.335 0.451
H -2.711 -2.630 0.736 0.506
O 0.266 0.746 3.580 -0.975
H -0.104 1.422 3.012 0.493
H -0.051 0.967 4.455 0.479
O 1.590 1.882 -3.534 -0.975
H 1.519 2.728 -3.977 0.465
H 1.454 2.083 -2.608 0.491
O -2.602 -0.883 3.402 -0.967
H -1.856 -0.338 3.151 0.461
H -2.980 -1.170 2.571 0.486
O 1.326 2.392 -0.788 -0.962
H 0.971 3.243 -0.533 0.487
H 0.599 1.781 -0.663 0.497
O -0.931 -0.047 -3.413 -0.976
H -0.190 0.113 -3.998 0.503
H -1.624 0.525 -3.742 0.482
O 4.086 1.870 0.115 -0.958
H 3.182 1.936 -0.193 0.484
H 4.411 1.054 -0.265 0.467
O 2.434 -1.970 -1.528 -0.941
H 1.906 -1.866 -0.736 0.478
H 1.843 -1.732 -2.243 0.462
O -0.253 2.938 1.775 -0.959
H -0.628 3.802 1.948 0.475
H -0.851 2.539 1.144 0.481
O -0.536 -2.398 -1.806 -0.980
H -0.581 -1.535 -2.216 0.500
H -0.816 -3.005 -2.491 0.482
O -1.493 1.485 -0.123 -0.961
H -1.889 2.256 -0.528 0.479
H -1.890 0.743 -0.580 0.501
O 1.650 -1.558 2.295 -0.965
H 2.505 -1.134 2.234 0.466
H 1.086 -0.905 2.709 0.493
```

The HOMO energy comes out at -0.3812 hartree. For the strongest force on any atom, the calculation gives 0.917 eV Å⁻¹. The calculation puts the relative energy (zero: lowest compared OMol25 entry of this formula, charge and spin) at 33.5 kcal per mole.

=====

What is the relative energy (zero: lowest compared OMol25 entry of this formula, charge and spin) in the first record?
29.5 kcal per mole